No. 1
C11H10O2 | ωB97M-V/def2-TZVPD

Atoms and positions in Å:
O1 -1.68311 -1.41184 0.61993
O2 3.22738 1.68045 0.43071
C1 2.31651 0.70928 0.14026
C2 -2.22283 0.93154 0.79358
C3 0.92246 1.00266 0.25414
C4 2.75905 -0.56647 -0.06532
C5 -1.38292 -0.14380 0.17148
C6 0.08120 -0.04162 0.04985
C7 -2.11294 2.01656 -0.27333
C8 0.52897 -1.41059 -0.10852
C9 -0.74393 -2.27186 0.00582
C10 1.86396 -1.71244 -0.27366
C11 -2.38154 0.58312 -0.66368
H1 0.63698 1.97829 0.31631
H2 -1.25583 2.51246 -0.62174
H3 3.79485 -0.85060 0.02068
H4 -2.78205 1.11237 1.66350
H5 2.20665 -2.75958 -0.56965
H6 -3.04340 2.54880 -0.24076
H7 -1.04192 -2.60586 -0.99710
H8 -3.24146 0.32858 -1.23487
H9 4.09137 1.53277 0.02246
H10 -0.53747 -3.16221 0.55991

Atoms 1-3, force components in eV/Å:
O -0.1687 -1.1209 -0.3510
O -0.0504 1.0140 -0.0633
C -0.2992 -0.4923 0.6994

Output
**Structure (SMILES)**: Oc1ccc2c(c1)[C@]1(OC2)[C@@H]2C[C@@H]21
**Orbital gap**: 9.26 eV
**Relative energy (zero: lowest compared OMol25 entry of this formula, charge and spin)**: 3.180 eV
**Electronic energy**: -575.5148 Ha

Mulliken population analysis, charges in e, atoms 1 to 6: number 1, O, carries -0.43; number 2, O, carries -0.53; number 3, C, carries 0.33; number 4, C, carries -0.75; number 5, C, carries -0.40; number 6, C, carries -0.55

No. 2
C11H10O2 | ωB97M-V/def2-TZVPD

Atoms and positions in Å:
O1 -3.68615 -1.57095 0.05282
O2 1.81753 1.48826 0.29699
C1 -0.59471 1.17892 -0.00827
C2 0.60460 2.09208 -0.14837
C3 2.74669 -0.70339 -0.75329
C4 1.95259 0.16426 0.12538
C5 -2.93616 0.71498 0.05892
C6 2.84613 -0.76662 0.79210
C7 -2.67922 -0.65180 0.05319
C8 2.45742 -1.96565 -0.00743
C9 -1.36325 -1.12138 0.05902
C10 -0.38130 -0.17567 0.04256
C11 -1.90412 1.63904 0.02574
H1 0.49165 2.99626 0.45704
H2 -4.53513 -1.11506 0.05808
H3 3.67064 -0.61740 1.45824
H4 1.41945 -2.27190 0.05226
H5 -1.18584 -2.18268 0.07341
H6 3.48561 -0.49753 -1.49906
H7 -2.13173 2.69472 0.01343
H8 0.70548 2.39291 -1.20326
H9 3.16204 -2.78189 -0.07379
H10 -3.96220 1.06048 0.07429

Atoms 1-3, force components in eV/Å:
O -0.1674 -0.1287 0.0259
O 0.5484 -0.5562 0.1098
C -0.0704 -0.1565 0.1956

Output
**Orbital gap**: 8.71 eV
**Relative energy (zero: lowest compared OMol25 entry of this formula, charge and spin)**: 5.005 eV
**Electronic energy**: -575.4477 Ha

Mulliken population analysis, charges in e, atoms 1 to 6: number 1, O, carries -0.54; number 2, O, carries -0.43; number 3, C, carries -0.02; number 4, C, carries -0.60; number 5, C, carries -0.58; number 6, C, carries 0.92

No. 3
C11H10O2S | ωB97M-V/def2-TZVPD

Atoms and positions in Å:
S1 -1.42877 -0.46722 -1.33532
O1 -1.57245 -0.51593 1.30954
O2 -1.85253 2.32950 0.36993
C1 2.64457 -1.49451 0.13244
C2 -0.80007 0.08025 0.23704
C3 0.67680 -0.10701 0.28962
C4 -0.90787 1.64004 0.25569
C5 1.40058 0.99073 -0.16378
C6 0.50241 2.18356 -0.19604
C7 3.29434 -0.38152 -0.33615
C8 1.28906 -1.35731 0.40040
C9 -2.89906 -0.54065 0.74532
C10 2.74438 0.82729 -0.50730
C11 -2.84749 -1.30324 -0.54484
H1 3.26155 -2.42908 0.25193
H2 -3.32902 0.41296 0.76488
H3 0.58022 2.38899 -1.28228
H4 3.20447 1.67952 -1.11766
H5 -2.51768 -2.28388 -0.32587
H6 -3.56025 -1.08564 1.48852
H7 -3.71268 -1.26607 -1.11510
H8 0.67171 -2.07426 0.87512
H9 0.81017 3.17514 0.45211
H10 4.34764 -0.40165 -0.64819

Atoms 1-3, force components in eV/Å:
S -0.4660 -0.6683 -1.4468
O 0.1304 0.4834 -1.9236
O -1.6551 0.7228 0.8523

Output
**Structure (SMILES)**: O=C1Cc2ccccc2[C@@]12OCCS2
**Orbital gap**: 9.26 eV
**Relative energy (zero: lowest compared OMol25 entry of this formula, charge and spin)**: 0.216 eV
**Electronic energy**: -973.7719 Ha

Mulliken population analysis, charges in e, atoms 1 to 6: number 1, S, carries -0.17; number 2, O, carries -0.47; number 3, O, carries -0.52; number 4, C, carries -0.92; number 5, C, carries 1.59; number 6, C, carries -0.67

No. 4
C11H10O3 | ωB97M-V/def2-TZVPD

Atoms and positions in Å:
O1 1.96311 1.30214 -1.84356
O2 -2.97351 -0.51254 -0.75795
O3 -2.29907 0.62590 1.31041
C1 2.52850 -0.11106 2.40173
C2 -1.72357 -0.54404 -0.65261
C3 -1.09670 -2.89506 -1.05843
C4 1.62509 0.97017 -0.82099
C5 0.05011 0.39214 1.01279
C6 2.43147 -0.22750 1.04075
C7 1.43142 0.43038 3.13171
C8 -1.26700 0.19988 0.53161
C9 1.26780 0.28291 0.25320
C10 0.28299 0.75887 2.48716
C11 -0.79920 -1.41838 -1.50484
H1 -0.52949 0.97599 3.10857
H2 -1.01154 -1.33148 -2.54499
H3 3.35515 -0.37337 3.03689
H4 -2.02364 -3.27012 -1.60282
H5 1.59602 0.76312 4.15650
H6 -1.47834 -2.85847 0.03764
H7 -0.24758 -3.51655 -1.24568
H8 -3.15985 0.32903 0.90541
H9 3.13714 -0.53877 0.27380
H10 0.25967 -1.22054 -1.18457

Atoms 1-3, force components in eV/Å:
O 0.9792 1.5092 -2.6822
O 1.9991 -0.8050 -0.8123
O -0.1583 -0.1382 0.0737

Output
**Structure (SMILES)**: CCC(=O)/C(O)=c1/ccccc1=C=O
**Orbital gap (alpha / beta)**: 6.83 / 6.83 eV
**Relative energy (zero: lowest compared OMol25 entry of this formula, charge and spin)**: 2.061 eV
**Electronic energy**: -650.7661 Ha

Mulliken population analysis, charges in e, atoms 1 to 6: number 1, O, carries -0.33; number 2, O, carries -0.73; number 3, O, carries -0.59; number 4, C, carries -0.47; number 5, C, carries 0.63; number 6, C, carries -1.15

No. 5
C11H11BrN2O4 | ωB97M-V/def2-TZVPD

Atoms and positions in Å:
Br1 -2.67224 1.30909 -0.08707
O1 -2.57338 -1.52780 1.04062
O2 3.92783 -0.20614 1.61411
O3 4.71245 1.69035 0.76422
O4 2.80425 -0.90256 -0.69550
N1 1.00140 -3.84039 -0.60318
N2 1.38239 0.88157 -0.45930
C1 -1.98912 -1.73982 -0.22232
C2 0.49041 -1.33852 -0.47920
C3 -0.80165 -0.82853 -0.33432
C4 1.55646 -0.41857 -0.54741
C5 4.20537 0.62220 0.60834
C6 0.16695 1.39110 -0.31244
C7 3.84216 0.06206 -0.77657
C8 -0.94791 0.55211 -0.25574
C9 0.06508 2.87093 -0.21326
C10 -3.76824 -2.24332 1.22282
C11 0.75648 -2.72173 -0.55031
H1 1.05990 3.30438 -0.24997
H2 -1.68083 -2.78959 -0.34054
H3 -4.52627 -1.93961 0.49107
H4 -4.11483 -2.00586 2.22588
H5 4.70938 -0.46705 -1.18153
H6 3.54198 -1.03922 1.29567
H7 -2.71174 -1.50068 -1.02274
H8 -0.53819 3.26407 -1.03118
H9 -3.59921 -3.32298 1.13602
H10 -0.42171 3.15357 0.71937
H11 3.56808 0.88880 -1.43590

Atoms 1-3, force components in eV/Å:
Br 0.0615 0.1300 -0.0953
O 0.4105 0.0075 0.0278
O -0.0215 -0.2682 0.6094

Output
**Structure (SMILES)**: COCc1c(Br)c(C)nc(OCC(=O)O)c1C#N
**Orbital gap**: 9.18 eV
**Relative energy (zero: lowest compared OMol25 entry of this formula, charge and spin)**: 1.359 eV
**Electronic energy**: -3410.2525 Ha

Mulliken population analysis, charges in e, atoms 1 to 6: number 1, Br, carries -0.15; number 2, O, carries -0.28; number 3, O, carries -0.48; number 4, O, carries -0.55; number 5, O, carries -0.55; number 6, N, carries -0.54

No. 6
C11H11F3N2O | ωB97M-V/def2-TZVPD

Atoms and positions in Å:
F1 3.12511 -1.98924 1.07483
F2 3.12488 -1.98944 -1.07502
F3 4.45935 -0.69430 -0.00036
O1 1.24550 3.32044 -0.00055
N1 4.63177 2.32809 0.00064
N2 -0.03427 1.46912 -0.00039
C1 3.61808 1.79490 0.00031
C2 -0.26755 0.13980 -0.00020
C3 3.22356 -1.18300 -0.00017
C4 1.20240 2.11261 -0.00032
C5 -1.83944 -1.82775 0.00078
C6 -2.40061 0.24920 1.25950
C7 2.11511 -0.15887 -0.00019
C8 0.81278 -0.70036 -0.00020
C9 -1.71528 -0.30294 0.00007
C10 2.34005 1.19345 -0.00014
C11 -2.40075 0.24807 -1.25978
H1 -1.89525 -0.11119 -2.15330
H2 -2.40544 1.33519 -1.28178
H3 0.69907 -1.76887 -0.00011
H4 -1.89490 -0.10911 2.15329
H5 -3.43280 -0.09132 -1.29065
H6 -3.43260 -0.09032 1.29090
H7 -1.38018 -2.25816 -0.88524
H8 -0.82217 2.10818 -0.00051
H9 -2.40549 1.33634 1.28047
H10 -2.89106 -2.10319 0.00110
H11 -1.37985 -2.25733 0.88704

Atoms 1-3, force components in eV/Å:
F -0.2031 0.1331 0.1265
F -0.2031 0.1329 -0.1264
F -0.1207 0.2377 0.0000

Output
**Structure (SMILES)**: CC(C)(C)c1cc(C(F)(F)F)c(C#N)c(=O)[nH]1
**Orbital gap**: 8.52 eV
**Electronic energy**: -910.1484 Ha

Mulliken population analysis, charges in e, atoms 1 to 6: number 1, F, carries -0.26; number 2, F, carries -0.26; number 3, F, carries -0.26; number 4, O, carries -0.68; number 5, N, carries -0.56; number 6, N, carries -0.04

No. 7
C11H11F3O | ωB97M-V/def2-TZVPD

Atoms and positions in Å:
F1 -3.68291 -0.75417 1.25843
F2 -2.79567 -1.50694 3.13486
F3 -3.71337 -2.83493 1.67098
O1 -1.48204 -2.89101 0.38309
C1 -0.66198 -0.75539 1.03154
C2 -1.55900 1.15212 2.62385
C3 -0.26018 -0.20148 -0.32339
C4 -1.61831 0.20398 -1.06513
C5 0.65335 -1.46061 2.12164
C6 1.52170 -1.58927 2.95171
C7 0.49677 -1.10586 -1.22877
C8 -1.18971 0.28100 1.90904
C9 -2.92196 -1.72169 1.83666
C10 -1.61393 -1.89590 1.03002
C11 0.61986 1.14721 -0.17466
H1 -1.33229 0.77374 -1.88481
H2 1.16102 1.12970 0.67900
H3 -2.15554 0.79535 -0.27177
H4 0.09931 -2.12153 -1.50264
H5 1.31579 1.37360 -0.95264
H6 1.51655 -1.45556 -0.80901
H7 2.22796 -1.90695 3.71467
H8 -2.30149 -0.55574 -1.40875
H9 -1.93260 2.04287 3.24543
H10 0.85468 -0.54489 -2.12984
H11 -0.13374 1.90726 -0.04620

Atoms 1-3, force components in eV/Å:
F 0.6691 0.2193 0.4383
F 0.0816 -0.0417 -0.0891
F 1.1433 0.5663 0.4692

Output
**Structure (SMILES)**: C#CC(C#C)(C(=O)C(F)(F)F)C(C)(C)C
**Orbital gap**: 10.20 eV
**Relative energy (zero: lowest compared OMol25 entry of this formula, charge and spin)**: 4.030 eV
**Electronic energy**: -800.3666 Ha

Mulliken population analysis, charges in e, atoms 1 to 6: number 1, F, carries -0.24; number 2, F, carries -0.22; number 3, F, carries -0.28; number 4, O, carries -0.51; number 5, C, carries 2.05; number 6, C, carries 0.65

No. 8
C11H11I | ωB97M-V/def2-TZVPD

Atoms and positions in Å:
I1 -2.96598 0.43603 0.28402
C1 1.07589 -0.54317 -0.19165
C2 -0.43007 -2.03989 0.89015
C3 1.28869 1.19818 1.41643
C4 -1.81734 3.21275 -0.55057
C5 0.32660 -0.86527 0.92971
C6 1.74824 0.86216 0.03527
C7 1.22421 -1.44698 -1.28432
C8 0.49779 0.15690 1.93392
C9 -0.42850 -2.95380 -0.15309
C10 -1.74351 1.89145 -0.78521
C11 0.45970 -2.68198 -1.19324
H1 -0.03030 0.03475 2.84048
H2 -1.05001 -2.27831 1.73647
H3 1.50756 1.60282 -0.72030
H4 -2.49773 3.50564 0.25048
H5 0.64687 -3.46646 -1.91025
H6 -1.33038 3.94519 -1.19947
H7 -1.23105 -3.61627 -0.27335
H8 1.59169 2.03631 1.93013
H9 1.56235 -1.16355 -2.25951
H10 -1.15015 1.32059 -1.62190
H11 2.74542 0.85292 -0.10418

Atoms 1-3, force components in eV/Å:
I 0.5998 1.0317 -0.5470
C 2.2465 0.5964 -3.3508
C -1.3374 -1.7932 0.6559

Output
**Spin multiplicity**: 3
**Orbital gap (alpha / beta)**: 5.50 / 6.88 eV
**Relative energy (zero: lowest compared OMol25 entry of this formula, charge and spin)**: 0.000 eV
**Electronic energy**: -723.2389 Ha

Mulliken population analysis, charges in e, atoms 1 to 6: number 1, I, carries 0.01; number 2, C, carries 0.63; number 3, C, carries -0.23; number 4, C, carries -0.76; number 5, C, carries -0.45; number 6, C, carries 0.33

No. 9
C11H11IN2S | ωB97M-V/def2-TZVPD

Atoms and positions in Å:
I1 -0.17164 -1.94907 1.20861
S1 -2.96932 0.99262 -1.96063
N1 -0.86382 -0.61536 -1.80099
N2 -0.41804 0.02497 -0.75724
C1 -2.29517 -1.33897 -3.54593
C2 -2.01320 -0.35080 -2.41868
C3 0.74547 1.41855 0.81236
C4 0.65034 -4.23660 -0.55755
C5 1.25725 2.54231 3.28231
C6 0.35260 1.03344 -0.52011
C7 -0.14935 1.28566 1.83513
C8 2.24297 2.53001 2.27544
C9 1.96333 2.07210 1.04726
C10 0.17503 -3.09484 -0.36063
C11 0.13772 1.82169 3.07420
H1 3.20949 2.98349 2.46512
H2 -3.34941 -1.38719 -3.74555
H3 -1.16156 0.82907 1.57926
H4 -1.86839 -2.21118 -3.14965
H5 0.81050 1.57016 -1.40447
H6 -1.82501 -1.10164 -4.57026
H7 1.07779 -5.03897 0.27510
H8 1.52787 2.92737 4.26962
H9 0.75808 -4.71523 -1.51309
H10 2.74910 2.25937 0.24393
H11 -0.57263 1.74903 3.93643

Atoms 1-3, force components in eV/Å:
I -0.0002 -0.3943 1.4165
S 0.4469 -1.0863 -0.5456
N 1.5819 0.5495 0.5927

Output
**Orbital gap (alpha / beta)**: 7.71 / 6.07 eV
**Electronic energy**: -1230.9034 Ha

Mulliken population analysis, charges in e, atoms 1 to 6: number 1, I, carries 0.22; number 2, S, carries -0.25; number 3, N, carries -0.78; number 4, N, carries 0.39; number 5, C, carries -0.80; number 6, C, carries 0.31

No. 10
C11H11NO2S | ωB97M-V/def2-TZVPD

Atoms and positions in Å:
S1 2.25731 0.51533 0.10861
O1 2.39394 1.13191 1.36379
O2 3.36937 -0.11888 -0.51416
N1 2.10865 -2.57227 -1.43269
C1 1.50187 1.68140 -1.03285
C2 -1.41946 -1.43801 0.04478
C3 -3.12346 0.22738 -0.26080
C4 -0.83097 0.91245 -0.32113
C5 1.00509 -1.56895 1.62098
C6 1.57730 -1.86625 -0.70614
C7 0.15439 2.08751 -0.38904
C8 -2.15738 1.20298 -0.37640
C9 -2.77168 -1.08433 -0.03801
C10 -0.40095 -0.35920 -0.04752
C11 0.95279 -0.91732 0.18528
H1 1.21997 1.26331 -2.06168
H2 2.22668 2.60873 -1.12471
H3 -4.19574 0.43280 -0.33688
H4 1.90610 -2.19736 1.86563
H5 -3.44249 -1.89350 0.14081
H6 0.13546 -2.21877 1.72115
H7 -0.35013 3.03905 -0.95171
H8 0.46045 2.35142 0.59649
H9 -2.35389 2.17367 -0.66062
H10 0.90848 -0.89333 2.37874
H11 -1.13169 -2.49979 0.22808

Atoms 1-3, force components in eV/Å:
S -0.7136 -1.9600 -2.4397
O -0.1497 1.1085 2.0454
O 1.0133 0.3823 -0.1943

Output
**Structure (SMILES)**: C[C@@]1(C#N)c2ccccc2CCS1(=O)=O
**Orbital gap**: 10.26 eV
**Relative energy (zero: lowest compared OMol25 entry of this formula, charge and spin)**: 3.568 eV
**Electronic energy**: -1029.1065 Ha

Mulliken population analysis, charges in e, atoms 1 to 6: number 1, S, carries 1.13; number 2, O, carries -0.61; number 3, O, carries -0.68; number 4, N, carries -0.53; number 5, C, carries -0.61; number 6, C, carries -0.70

Which value of electronic energy does entry 4 give?
-650.7661 Ha

Which of these has the lowest electronic energy?
C11H11BrN2O4